# 1
{
  "formula": "CH5N5",
  "method": "ωB97M-V with the def2-TZVPD basis set",
  "elements": ["C", "N", "N", "N", "N", "N", "H", "H", "H", "H", "H"],
  "xyz": [[-1.70238, 1.10406, -0.00033], [-1.83219, -0.10570, -0.33521], [-0.90280, -1.16766, 0.07065], [0.41322, -1.12196, -0.00916], [0.93896, 0.02459, -0.15511], [2.28698, 0.00773, -0.15532], [-0.78723, 1.55658, 0.36993], [-2.58986, 1.71949, -0.08458], [-1.24941, -2.11087, -0.06838], [2.73958, -0.80257, 0.26240], [2.68514, 0.89632, 0.10512]],
  "e_tot_ev": -8564.55489,
  "e_lumo_ha": 0.04287,
  "e_above_lowest_kj_mol": 190.5,
  "e_homo_ev": -8.12
}

=====

# 2
{
  "formula": "C23H28F7NO19S",
  "method": "ωB97M-V with the def2-TZVPD basis set",
  "elements": ["C", "C", "C", "C", "O", "C", "O", "C", "N", "C", "C", "F", "S", "O", "O", "F", "H", "H", "H", "H", "H", "H", "H", "H", "H", "H", "H", "H", "H", "O", "C", "O", "C", "C", "F", "O", "H", "H", "H", "O", "C", "O", "C", "C", "F", "O", "H", "H", "H", "O", "C", "O", "C", "C", "F", "O", "H", "H", "H", "O", "C", "O", "C", "C", "F", "O", "H", "H", "H", "O", "C", "O", "C", "C", "F", "O", "H", "H", "H"],
  "xyz": [[4.22891, -1.78536, 1.93274], [3.65337, -2.44033, 1.11317], [2.95777, -3.16630, 0.06387], [1.46525, -3.40209, 0.37910], [0.62960, -3.05555, -0.73712], [-0.13604, -1.92410, -0.74398], [-0.28028, -1.62919, -2.10357], [-1.54230, -2.07834, -0.11137], [-2.17184, -3.23819, -0.72616], [-1.61039, -2.09665, 1.43491], [-2.46996, -3.18826, 2.01165], [-2.15664, -0.85526, 1.81880], [0.79387, -0.44380, -0.07377], [0.78607, -0.34346, 1.34469], [2.01281, -0.26469, -0.78309], [-0.16833, 0.69762, -0.61088], [4.78278, -1.26509, 2.67686], [3.43366, -4.12952, -0.11352], [3.01286, -2.61890, -0.87617], [1.30462, -4.46760, 0.52342], [1.16881, -2.91091, 1.30121], [-0.92767, -0.91911, -2.20919], [-2.08389, -1.17034, -0.39599], [-3.03184, -2.96400, -1.17731], [-1.58304, -3.66097, -1.43088], [-0.63037, -2.13241, 1.90215], [-3.47836, -3.14336, 1.60617], [-2.04757, -4.16497, 1.79509], [-2.53840, -3.04038, 3.08809], [0.52720, 6.38118, 2.68939], [0.82869, 5.38742, 2.12313], [-0.00075, 4.32629, 1.93970], [0.65731, 3.38450, 1.08403], [2.11348, 3.74682, 1.28196], [2.84469, 3.56171, 0.16053], [2.04343, 5.13252, 1.57211], [0.34568, 3.55215, 0.05190], [0.41855, 2.36729, 1.38060], [2.60195, 3.23217, 2.11040], [6.32832, -2.00981, 4.44079], [5.70344, -2.91238, 4.88410], [5.40866, -3.07898, 6.19464], [4.50846, -4.18179, 6.31843], [4.78382, -4.95221, 5.04426], [3.67716, -5.56675, 4.56352], [5.17722, -3.93101, 4.14875], [3.48066, -3.81644, 6.33291], [4.71567, -4.74167, 7.22536], [5.58661, -5.68734, 5.12157], [-4.74205, 8.18894, 0.05012], [-4.29420, 7.34105, 0.74243], [-2.98569, 7.00573, 0.81919], [-2.82102, 6.04790, 1.87122], [-4.21416, 5.46574, 1.97817], [-4.53476, 5.11209, 3.24551], [-5.03034, 6.54651, 1.57345], [-2.53750, 6.55976, 2.79131], [-2.06005, 5.31939, 1.61561], [-4.40439, 4.61369, 1.32255], [-3.65162, -3.15108, -3.31420], [-3.83655, -2.12557, -3.87888], [-4.29010, -1.99739, -5.13777], [-4.50912, -0.60731, -5.40665], [-3.60251, 0.05300, -4.39073], [-4.09712, 1.22375, -3.93150], [-3.59058, -0.89667, -3.33322], [-5.55339, -0.35838, -5.21402], [-4.25316, -0.37364, -6.43517], [-2.58119, 0.20937, -4.74241], [-0.86368, 0.94638, -6.63689], [0.08007, 1.01378, -5.92107], [0.58334, -0.01812, -5.20432], [1.80293, 0.41681, -4.58683], [1.61593, 1.91884, -4.55740], [2.77699, 2.58978, -4.70976], [0.79321, 2.14425, -5.68985], [2.64868, 0.14427, -5.21866], [1.92091, -0.02160, -3.59895], [1.10741, 2.29654, -3.66833]],
  "e_tot_ev": -94553.21641,
  "e_lumo_ha": -0.00292,
  "e_homo_ev": -9.96
}

=====

# 3
{
  "formula": "C2HBrN2O2",
  "method": "ωB97M-V with the def2-TZVPD basis set",
  "elements": ["C", "C", "N", "N", "O", "O", "Br", "H"],
  "xyz": [[0.90529, 1.53678, -1.13234], [0.84287, 3.11701, 0.50201], [0.72962, 0.37665, -0.86727], [0.53585, -0.50245, -0.07678], [0.45378, 3.93164, -0.18864], [1.16377, 2.51232, 1.40997], [1.47877, 2.48655, -2.60029], [-0.23227, -1.02354, -0.47679]],
  "e_tot_ev": -79204.38551,
  "e_lumo_ha": [-0.03135, -0.03130],
  "e_above_lowest_kj_mol": 215.6,
  "e_homo_ev": [-9.20, -9.20]
}

=====

# 4
{
  "formula": "C3H3I",
  "method": "ωB97M-V with the def2-TZVPD basis set",
  "elements": ["C", "C", "C", "I", "H", "H", "H"],
  "xyz": [[0.51128, 0.06701, 0.16578], [2.17126, 1.04814, 0.82834], [-0.88348, -0.30345, 0.10163], [1.94689, 0.43173, -1.37108], [-0.97048, -1.38219, -0.08126], [-1.41690, 0.21698, -0.69877], [-1.35856, -0.07822, 1.05536]],
  "e_tot_ev": -11251.43815,
  "e_lumo_ha": [-0.00911, -0.00285],
  "e_above_lowest_kj_mol": 614.7,
  "e_homo_ev": [-8.27, -8.05]
}

=====

# 5
{
  "formula": "C2H9NO4",
  "method": "ωB97M-V with the def2-TZVPD basis set",
  "elements": ["O", "C", "N", "C", "O", "H", "H", "H", "H", "H", "H", "H", "O", "H", "H", "O"],
  "xyz": [[-2.24274, -0.67737, -0.06198], [-1.29610, -1.43222, -0.47683], [-0.03466, -1.33608, 0.14246], [0.23683, -0.36228, 1.15605], [1.02802, 0.71579, 0.61112], [-1.30272, -2.34712, -1.09088], [0.73819, -1.51192, -0.48251], [-0.70473, -0.04668, 1.61471], [0.73071, -0.69886, 2.06197], [0.34693, 1.23950, 0.16242], [2.48778, 0.71416, -0.45351], [4.04281, 0.52426, -0.54791], [3.20958, 0.24550, -0.92136], [-2.05350, 1.20480, -0.33778], [-2.16989, 2.59450, -0.74294], [-1.52367, 2.04123, -0.27888]],
  "e_tot_ev": -11898.94093,
  "e_lumo_ha": [0.14061, 0.13654],
  "e_above_lowest_kj_mol": 30.6,
  "spin_multiplicity": 2,
  "e_homo_ev": [0.75, -4.14],
  "charge": -1
}

=====

# 6
{
  "formula": "C4H32O12",
  "method": "ωB97M-V with the def2-TZVPD basis set",
  "elements": ["C", "O", "H", "H", "H", "H", "C", "O", "H", "H", "H", "H", "C", "O", "H", "H", "H", "H", "C", "O", "H", "H", "H", "H", "O", "H", "H", "O", "H", "H", "O", "H", "H", "O", "H", "H", "O", "H", "H", "O", "H", "H", "O", "H", "H", "O", "H", "H"],
  "xyz": [[14.25164, 8.40071, 8.25654], [12.80419, 8.29652, 8.18851], [14.64002, 7.45515, 7.91638], [14.53723, 9.21548, 7.60490], [14.52651, 8.61125, 9.32192], [12.55772, 7.63763, 7.52088], [12.63911, 4.56307, 7.88745], [12.09248, 5.72030, 7.26461], [12.44420, 4.51690, 8.93963], [12.30107, 3.63908, 7.45734], [13.69612, 4.59001, 7.73658], [11.40856, 5.46334, 6.63373], [6.90304, 10.60693, 11.20748], [8.13519, 10.05933, 10.85374], [6.89816, 10.95945, 12.29779], [6.59994, 11.44080, 10.56708], [6.12223, 9.80986, 11.18358], [8.11119, 9.15969, 11.12091], [9.35916, 7.87587, 8.02796], [9.62595, 6.44973, 8.09752], [9.11271, 8.37887, 8.92041], [10.23284, 8.47973, 7.74419], [8.51805, 8.06771, 7.31818], [10.58980, 6.34667, 8.18442], [7.57957, 7.52580, 10.81932], [6.98777, 7.25855, 11.51659], [7.05469, 7.34768, 10.04490], [7.24699, 4.84021, 8.14364], [7.10768, 4.63420, 7.17661], [8.07120, 5.36439, 8.24204], [7.67675, 6.04111, 5.09588], [8.22958, 6.85040, 5.31295], [7.10336, 6.38162, 4.38874], [5.92995, 7.55591, 8.43144], [5.05961, 7.65517, 8.82301], [5.95553, 6.64112, 8.20624], [9.49898, 8.22244, 4.69379], [9.35423, 8.27578, 3.75832], [9.33252, 9.17982, 4.85681], [9.33235, 10.96887, 5.28415], [8.91825, 11.81915, 5.06674], [9.97682, 11.11039, 6.01165], [12.15207, 10.94696, 7.13318], [12.14638, 11.17991, 8.04618], [12.33969, 10.01495, 7.19111], [10.23629, 4.66698, 5.21816], [9.28901, 4.75743, 5.26147], [10.33907, 3.73038, 4.87021]],
  "e_tot_ev": -29236.31817,
  "e_lumo_ha": 0.01504,
  "e_above_lowest_kj_mol": 163.5,
  "e_homo_ev": -9.36
}

=====

Repeat the sixth record exactly.
{
  "formula": "C4H32O12",
  "method": "ωB97M-V with the def2-TZVPD basis set",
  "elements": ["C", "O", "H", "H", "H", "H", "C", "O", "H", "H", "H", "H", "C", "O", "H", "H", "H", "H", "C", "O", "H", "H", "H", "H", "O", "H", "H", "O", "H", "H", "O", "H", "H", "O", "H", "H", "O", "H", "H", "O", "H", "H", "O", "H", "H", "O", "H", "H"],
  "xyz": [[14.25164, 8.40071, 8.25654], [12.80419, 8.29652, 8.18851], [14.64002, 7.45515, 7.91638], [14.53723, 9.21548, 7.60490], [14.52651, 8.61125, 9.32192], [12.55772, 7.63763, 7.52088], [12.63911, 4.56307, 7.88745], [12.09248, 5.72030, 7.26461], [12.44420, 4.51690, 8.93963], [12.30107, 3.63908, 7.45734], [13.69612, 4.59001, 7.73658], [11.40856, 5.46334, 6.63373], [6.90304, 10.60693, 11.20748], [8.13519, 10.05933, 10.85374], [6.89816, 10.95945, 12.29779], [6.59994, 11.44080, 10.56708], [6.12223, 9.80986, 11.18358], [8.11119, 9.15969, 11.12091], [9.35916, 7.87587, 8.02796], [9.62595, 6.44973, 8.09752], [9.11271, 8.37887, 8.92041], [10.23284, 8.47973, 7.74419], [8.51805, 8.06771, 7.31818], [10.58980, 6.34667, 8.18442], [7.57957, 7.52580, 10.81932], [6.98777, 7.25855, 11.51659], [7.05469, 7.34768, 10.04490], [7.24699, 4.84021, 8.14364], [7.10768, 4.63420, 7.17661], [8.07120, 5.36439, 8.24204], [7.67675, 6.04111, 5.09588], [8.22958, 6.85040, 5.31295], [7.10336, 6.38162, 4.38874], [5.92995, 7.55591, 8.43144], [5.05961, 7.65517, 8.82301], [5.95553, 6.64112, 8.20624], [9.49898, 8.22244, 4.69379], [9.35423, 8.27578, 3.75832], [9.33252, 9.17982, 4.85681], [9.33235, 10.96887, 5.28415], [8.91825, 11.81915, 5.06674], [9.97682, 11.11039, 6.01165], [12.15207, 10.94696, 7.13318], [12.14638, 11.17991, 8.04618], [12.33969, 10.01495, 7.19111], [10.23629, 4.66698, 5.21816], [9.28901, 4.75743, 5.26147], [10.33907, 3.73038, 4.87021]],
  "e_tot_ev": -29236.31817,
  "e_lumo_ha": 0.01504,
  "e_above_lowest_kj_mol": 163.5,
  "e_homo_ev": -9.36
}